# C33H40N2O6

A molecular structure, C33H40N2O6 at a distorted geometry (ωB97M-V/def2-TZVPD, the Open Molecules 2025 dataset).

**Energy above the lowest of the compared OMol25 structures with the same formula, charge and spin**: 288.9 kJ/mol
**Total charge**: 0
**Orbital gap**: 0.19810 Eh
**Calculated total energy**: -1842.31556 hartree

CARTESIAN COORDINATES (ANGSTROEM)
C: 4.64 -3.83 -3.87
C: 3.22 -4.14 -3.48
O: 2.49 -2.88 -3.37
C: 1.59 -2.79 -2.37
C: 0.94 -1.44 -2.24
C: 1.72 -0.39 -3.04
C: 1.01 0.54 -3.97
O: 2.92 -0.27 -2.82
C: -0.47 -1.65 -2.70
O: -1.34 -0.78 -2.64
O: -0.77 -2.89 -3.11
C: -2.19 -3.05 -3.40
C: -2.38 -4.49 -3.77
O: 1.35 -3.68 -1.57
H: 5.20 -4.76 -3.97
H: 4.69 -3.30 -4.83
H: 5.13 -3.23 -3.10
H: 2.72 -4.73 -4.25
H: 3.18 -4.67 -2.52
H: -0.07 0.36 -4.02
H: 1.18 1.57 -3.62
H: 1.46 0.45 -4.97
H: -2.77 -2.79 -2.51
H: -2.47 -2.38 -4.23
H: -3.45 -4.68 -3.89
H: -1.89 -4.74 -4.71
H: -2.01 -5.16 -2.99
C: -3.80 2.47 3.46
N: -3.17 2.09 2.22
C: -3.57 2.65 1.04
O: -4.51 3.43 0.87
C: -2.62 2.15 -0.04
C: -1.87 3.30 -0.72
C: -1.09 4.11 0.29
C: -1.75 5.08 1.05
C: -1.05 5.82 2.01
C: 0.32 5.60 2.20
C: 0.99 4.67 1.40
C: 0.29 3.93 0.44
N: -1.75 1.25 0.69
C: -0.84 0.49 0.05
C: 0.13 -0.30 0.68
C: 1.03 -1.07 -0.01
C: 2.15 -1.68 0.62
C: 3.38 -1.91 -0.07
C: 4.44 -2.57 0.53
C: 4.38 -2.94 1.88
C: 3.22 -2.65 2.61
C: 2.13 -2.05 2.00
C: -1.99 1.25 2.15
C: -0.83 1.86 2.98
C: -0.94 1.22 4.36
C: -1.84 -0.03 4.23
C: -2.29 -0.14 2.78
H: -4.73 2.99 3.22
H: -4.01 1.58 4.06
H: -3.16 3.15 4.05
H: -3.21 1.58 -0.78
H: -1.21 2.89 -1.49
H: -2.63 3.93 -1.20
H: -2.82 5.26 0.89
H: -1.59 6.56 2.61
H: 0.86 6.18 2.95
H: 2.06 4.50 1.52
H: 0.80 3.20 -0.19
H: -0.91 0.51 -1.04
H: 0.18 -0.25 1.77
H: 0.91 -1.10 -1.14
H: 3.49 -1.50 -1.08
H: 5.34 -2.78 -0.06
H: 5.23 -3.44 2.35
H: 3.17 -2.91 3.67
H: 1.22 -1.87 2.57
H: 0.12 1.63 2.49
H: -0.93 2.96 2.99
H: 0.05 0.94 4.73
H: -1.37 1.93 5.07
H: -1.30 -0.93 4.54
H: -2.71 0.06 4.90
H: -3.36 -0.36 2.67
H: -1.73 -0.91 2.24